82
Properties=species:S:1:pos:R:3:lowdin_charge:R:1 method="wB97M-V/def2-TZVPD" e_lumo_ev=-2.1489 de_lowest_kj_mol=0.00 total_charge=0 homo_energy_ha=-0.3044
C -42.621 -13.682 -25.874 -0.03
C -41.578 -12.653 -25.679 -0.34
O -40.614 -12.816 -24.940 0.11
N -41.745 -11.346 -26.541 0.09
H -42.189 -11.542 -27.249 -0.04
H -42.426 -10.922 -25.904 0.08
C -40.428 -10.573 -26.736 0.04
H -43.139 -13.461 -26.924 0.14
H -43.348 -13.659 -25.153 0.02
H -42.090 -14.706 -25.615 0.15
H -40.023 -10.353 -25.621 0.15
H -40.703 -9.602 -27.234 0.11
H -39.625 -11.066 -27.266 0.07
C -43.605 -9.915 -29.477 -0.08
C -45.021 -10.232 -29.400 -0.40
O -45.888 -9.632 -30.044 0.09
N -45.349 -11.450 -28.700 0.09
H -45.479 -12.104 -29.467 0.09
H -44.517 -11.839 -28.138 0.14
C -46.758 -11.417 -28.062 0.01
H -43.055 -9.231 -28.735 0.15
H -43.587 -9.159 -30.328 0.11
H -42.812 -10.799 -29.385 -0.11
H -46.944 -10.627 -27.181 0.15
H -47.106 -12.265 -27.475 0.09
H -47.528 -11.188 -28.677 0.03
N -44.063 -11.050 -25.310 -0.52
O -43.684 -10.718 -26.430 -0.04
O -43.826 -12.225 -24.890 -0.07
O -44.621 -10.240 -24.629 0.10
N -42.454 -11.899 -29.562 -0.45
O -43.245 -11.469 -28.685 -0.14
O -41.399 -11.257 -29.616 0.14
O -42.891 -12.786 -30.300 0.07
C -46.594 -13.536 -30.465 -0.05
C -46.274 -12.688 -31.691 -0.40
C -47.439 -11.840 -32.043 -0.04
O -45.201 -11.798 -31.275 -0.04
H -45.885 -13.975 -29.920 0.02
H -47.468 -14.327 -30.762 0.16
H -47.175 -12.817 -29.928 0.04
H -46.126 -13.379 -32.575 0.16
H -48.282 -12.279 -32.266 0.02
H -47.370 -11.518 -33.076 0.09
H -47.529 -10.937 -31.362 0.12
H -44.490 -12.278 -31.202 -0.04
C -37.441 -14.455 -29.970 -0.04
C -38.908 -13.984 -29.732 -0.46
C -39.417 -14.253 -28.264 -0.06
O -38.827 -12.526 -29.900 -0.10
H -37.100 -14.233 -30.977 0.07
H -37.252 -15.349 -29.609 -0.01
H -36.793 -13.675 -29.179 0.16
H -39.592 -14.507 -30.366 0.10
H -40.481 -14.001 -28.158 0.04
H -38.834 -13.610 -27.571 0.07
H -39.246 -15.450 -27.997 0.14
H -39.758 -12.343 -30.268 0.08
C -41.268 -17.069 -30.358 -0.05
C -42.473 -16.510 -31.061 -0.51
C -43.635 -16.269 -30.067 -0.05
O -42.090 -15.305 -31.568 -0.01
H -40.385 -17.206 -30.969 0.08
H -41.609 -18.098 -30.064 0.11
H -40.749 -16.477 -29.724 0.02
H -43.113 -17.244 -31.710 0.16
H -44.494 -15.682 -30.518 0.09
H -43.285 -15.798 -29.269 0.01
H -43.898 -17.373 -29.845 0.12
H -42.435 -14.522 -31.283 -0.01
C -42.744 -10.144 -35.055 0.07
C -42.053 -10.950 -36.103 0.07
C -41.573 -12.344 -35.885 -0.42
O -41.055 -13.169 -36.689 0.07
C -41.652 -12.782 -34.557 0.04
C -42.388 -12.128 -33.424 0.12
C -42.951 -10.768 -33.743 -0.38
O -43.565 -10.254 -32.794 0.08
H -43.227 -9.183 -35.286 0.12
H -41.913 -10.568 -37.207 0.14
H -41.213 -13.616 -34.269 0.06
H -42.418 -12.830 -32.624 0.06



89
Properties=species:S:1:pos:R:3:lowdin_charge:R:1 method="wB97M-V/def2-TZVPD" e_lumo_ev=0.4474 de_lowest_kj_mol=0.00 total_charge=0 smiles="CC[C@H](F)C(=O)O[C@](CCC(F)(F)F)(B(C)O)P(O)Cl.CC(N)=O.CC(N)=O.CC(N)=O.CC(N)=O.CC(N)=O.CC(N)=O" homo_energy_ha=-0.2983
C -0.235 1.108 1.874 -0.10
C 1.155 0.915 1.223 -0.14
C 1.474 -0.521 0.700 -0.23
F 0.383 -1.360 0.644 0.00
C 2.677 -1.128 1.437 -0.44
O 3.678 -0.571 1.299 0.19
O 2.665 -2.315 2.169 -0.02
C 2.415 -2.204 3.596 -0.47
C 3.385 -1.252 4.322 -0.13
C 3.168 -1.040 5.837 -0.07
C 2.437 0.258 6.206 -0.73
F 1.722 0.050 7.297 0.13
F 3.321 1.179 6.566 0.15
F 1.690 0.749 5.268 0.16
B 2.686 -3.719 4.162 -0.47
C 4.157 -4.320 4.101 0.01
O 1.682 -4.515 4.689 0.07
P 0.567 -1.824 3.798 0.71
O -0.133 -3.077 2.988 -0.31
Cl 0.001 -2.154 5.782 0.32
H -1.005 0.456 1.488 0.06
H -0.114 0.982 2.946 0.04
H -0.518 2.139 1.692 0.04
H 1.348 1.634 0.430 0.11
H 1.903 1.140 1.989 0.10
H 1.826 -0.399 -0.328 0.14
H 3.427 -0.256 3.871 0.12
H 4.388 -1.654 4.186 0.12
H 4.157 -0.933 6.282 0.13
H 2.685 -1.861 6.366 0.10
H 4.532 -4.302 3.071 0.08
H 4.862 -3.708 4.675 0.06
H 4.212 -5.336 4.493 0.06
H 1.733 -4.428 5.655 0.10
H 0.434 -3.334 2.242 0.06
C -4.036 3.468 -0.514 -0.01
C -3.210 2.233 -0.264 -0.57
N -3.141 1.343 -1.292 0.16
O -2.628 2.026 0.787 0.01
H -3.401 4.346 -0.409 0.09
H -4.839 3.511 0.218 0.06
H -4.476 3.471 -1.511 0.07
H -3.603 1.479 -2.172 0.09
H -2.594 0.509 -1.152 0.10
C 0.148 4.885 3.159 0.00
C 0.657 5.684 1.985 -0.60
N 0.507 7.036 2.072 0.15
O 1.173 5.168 1.012 0.03
H 0.974 4.320 3.588 0.09
H -0.619 4.195 2.809 0.08
H -0.281 5.521 3.934 0.07
H 0.087 7.496 2.858 0.09
H 0.838 7.592 1.302 0.10
C 2.648 -3.107 -4.107 -0.01
C 2.860 -1.844 -3.314 -0.59
N 3.947 -1.822 -2.497 0.16
O 2.106 -0.887 -3.385 0.02
H 2.658 -2.869 -5.166 0.06
H 1.681 -3.532 -3.845 0.09
H 3.423 -3.848 -3.907 0.07
H 4.586 -2.589 -2.405 0.10
H 4.106 -0.987 -1.957 0.10
C -0.413 0.989 -5.954 -0.01
C -0.235 2.265 -5.167 -0.61
N 0.856 2.311 -4.361 0.16
O -1.015 3.199 -5.241 0.02
H -0.413 1.227 -7.017 0.08
H -1.367 0.538 -5.685 0.08
H 0.381 0.270 -5.755 0.07
H 1.513 1.554 -4.276 0.08
H 1.002 3.147 -3.820 0.11
C -0.748 -4.514 -7.570 0.00
C 0.748 -4.622 -7.409 -0.59
N 1.327 -5.731 -7.943 0.15
O 1.410 -3.775 -6.839 0.03
H -0.980 -3.605 -8.123 0.09
H -1.207 -4.463 -6.584 0.09
H -1.166 -5.365 -8.107 0.07
H 0.813 -6.449 -8.419 0.09
H 2.324 -5.828 -7.850 0.11
C -7.851 1.761 1.564 0.00
C -8.034 2.840 0.525 -0.59
N -9.282 2.953 -0.006 0.15
O -7.129 3.574 0.174 0.03
H -7.527 2.220 2.497 0.09
H -7.087 1.065 1.220 0.09
H -8.771 1.207 1.747 0.07
H -10.051 2.366 0.259 0.09
H -9.430 3.665 -0.701 0.11



72
Properties=species:S:1:pos:R:3:lowdin_charge:R:1 method="wB97M-V/def2-TZVPD" e_lumo_ev="-3.2580 / -3.2581" total_charge=+1 s2=2.01 homo_energy_ha="-0.3562 / -0.4073" multiplicity=3
F 4.696 0.696 4.750 -0.04
C 3.848 1.629 5.343 -0.18
C 2.474 1.555 4.673 -0.21
C 1.413 0.829 5.531 -0.36
P -0.234 1.546 5.428 1.08
H 3.801 1.392 6.408 0.12
H 4.295 2.614 5.222 0.13
H 2.611 0.999 3.749 0.11
H 2.144 2.550 4.379 0.10
H 1.672 0.829 6.591 0.09
H 1.300 -0.216 5.235 0.11
H -0.984 1.291 6.577 0.01
H -0.981 1.057 4.360 -0.01
H -0.187 2.932 5.287 0.03
C -0.920 0.644 0.170 -0.01
C -0.730 1.939 0.972 -0.46
C -1.991 2.338 1.762 -0.15
C -3.097 2.941 0.903 -0.17
C -2.566 4.122 0.097 -0.13
C -1.369 3.748 -0.787 -0.48
N -0.343 3.105 0.115 -0.10
O 0.448 3.926 0.688 -0.03
C -1.810 2.844 -1.938 -0.03
C -0.734 4.997 -1.388 -0.04
C 0.416 1.708 1.952 -0.08
H -1.156 0.801 -0.873 0.05
H -0.006 0.050 0.175 0.07
H -1.714 0.030 0.599 0.10
H -1.703 3.080 2.518 0.11
H -2.359 1.447 2.285 0.11
H -3.529 2.180 0.249 0.11
H -3.906 3.282 1.552 0.12
H -3.348 4.538 -0.542 0.13
H -2.253 4.915 0.783 0.13
H -0.948 2.454 -2.482 0.10
H -2.397 3.451 -2.627 0.09
H -2.437 2.011 -1.633 0.07
H -0.478 5.727 -0.626 0.08
H -1.444 5.444 -2.084 0.09
H 0.173 4.741 -1.935 0.10
H 1.357 1.542 1.429 0.10
H 0.188 0.796 2.516 0.07
H 0.547 2.559 2.622 0.06
C -1.104 -4.309 -4.040 -0.01
C -0.347 -3.020 -3.677 -0.47
C 1.066 -2.967 -4.288 -0.13
C 2.090 -3.855 -3.595 -0.17
C 2.143 -3.550 -2.103 -0.13
C 0.777 -3.709 -1.424 -0.48
N -0.207 -2.855 -2.186 -0.10
O -0.271 -1.647 -1.780 -0.05
C 0.377 -5.183 -1.366 -0.04
C 0.827 -3.186 0.008 -0.05
C -1.158 -1.844 -4.212 -0.05
H -1.065 -5.073 -3.274 0.05
H -2.157 -4.083 -4.205 0.08
H -0.707 -4.736 -4.962 0.09
H 1.413 -1.930 -4.240 0.12
H 0.981 -3.226 -5.346 0.12
H 1.873 -4.912 -3.772 0.11
H 3.072 -3.670 -4.034 0.12
H 2.857 -4.203 -1.594 0.13
H 2.482 -2.520 -1.959 0.13
H -0.650 -5.298 -1.014 0.10
H 1.037 -5.679 -0.653 0.09
H 0.484 -5.703 -2.313 0.07
H 1.202 -2.167 0.046 0.07
H 1.489 -3.832 0.587 0.09
H -0.166 -3.207 0.459 0.09
H -2.116 -1.774 -3.699 0.09
H -1.346 -2.023 -5.273 0.10
H -0.634 -0.899 -4.099 0.08



71
Properties=species:S:1:pos:R:3:lowdin_charge:R:1 method="wB97M-V/def2-TZVPD" e_lumo_ev=0.1824 total_charge=0 homo_energy_ha=-0.3546
H 4.033 -1.173 -5.545 0.04
N 4.231 -0.629 -4.660 0.06
C 3.552 -1.333 -3.684 -0.28
C 2.696 -2.657 -4.133 -0.08
C 3.656 -0.733 -2.140 -0.10
N 2.505 -1.206 -1.283 -0.09
C 2.941 -1.899 -0.019 -0.22
C 2.262 -3.425 0.051 -0.73
C 3.261 -4.500 0.845 -0.18
I 0.216 -3.400 0.843 0.75
C 1.440 -0.163 -1.076 -0.26
O 1.219 0.576 0.010 0.00
O 0.556 0.128 -2.254 -0.12
C -0.819 -0.329 -2.002 -0.22
C -1.190 -1.421 -3.206 -0.10
H 2.328 -3.337 -3.255 0.05
H 3.397 -3.295 -4.859 0.09
H 1.738 -2.400 -4.798 0.09
H 3.566 0.446 -2.259 0.15
H 4.722 -0.936 -1.705 0.14
H 4.118 -2.082 0.048 0.13
H 2.642 -1.375 0.982 0.11
H 2.228 -3.825 -1.073 0.07
H 4.400 -4.320 0.603 0.08
H 2.997 -5.570 0.399 0.09
H 3.054 -4.541 2.005 0.08
H -0.890 -0.857 -0.961 0.09
H -1.543 0.609 -2.112 0.13
H -2.332 -1.696 -3.041 0.08
H -1.012 -0.979 -4.290 0.09
H -0.512 -2.389 -3.045 0.08
C -7.080 -0.697 -0.141 -0.12
C -6.501 -0.369 -1.508 -0.27
C -5.043 0.094 -1.448 -0.24
C -4.801 1.390 -0.665 -0.23
C -5.586 2.607 -1.160 -0.27
C -5.230 3.008 -2.583 -0.12
H -7.093 0.179 0.514 0.07
H -8.112 -1.048 -0.244 0.07
H -6.501 -1.486 0.348 0.08
H -7.122 0.384 -2.001 0.10
H -6.555 -1.267 -2.134 0.11
H -4.669 0.212 -2.472 0.10
H -4.435 -0.701 -0.998 0.11
H -3.729 1.620 -0.700 0.10
H -5.038 1.226 0.393 0.10
H -5.372 3.453 -0.496 0.11
H -6.663 2.426 -1.087 0.10
H -4.164 3.242 -2.667 0.08
H -5.796 3.899 -2.877 0.07
H -5.467 2.216 -3.299 0.07
C 1.100 0.211 3.533 -0.12
C 1.202 1.633 4.060 -0.27
C 2.150 2.511 3.239 -0.22
C 3.614 2.056 3.226 -0.23
C 4.272 1.936 4.603 -0.28
C 4.343 3.260 5.349 -0.12
H 2.063 -0.307 3.574 0.06
H 0.390 -0.365 4.137 0.07
H 0.747 0.203 2.497 0.05
H 1.506 1.617 5.109 0.10
H 0.203 2.085 4.038 0.11
H 2.091 3.539 3.617 0.10
H 1.791 2.552 2.203 0.10
H 4.191 2.763 2.618 0.11
H 3.691 1.089 2.715 0.09
H 5.292 1.556 4.470 0.10
H 3.748 1.196 5.217 0.10
H 4.907 4.001 4.773 0.08
H 4.847 3.124 6.312 0.07
H 3.348 3.665 5.552 0.07